Density functional theory data (wB97M-V/def2-TZVPD) for a structure of composition C37H50ClN4O3P2S5Ti at a distorted geometry.

Highest occupied orbital energy: -4.36 eV
Net charge: -1
Calculated total energy: -5868.24196 hartree
Frontier orbital gap: 6.1 eV
Maximum force: 2.34 eV Å⁻¹
Energy above the lowest of the compared OMol25 structures with the same formula, charge and spin: 0.559 eV

Atoms and positions in Å:
Ti1 0.362193 -0.508627 0.014675
C1 0.178425 -1.281292 4.020817
C2 -0.813239 -2.298784 3.454552
C3 -2.095972 -2.211510 4.283838
P1 -1.042695 -2.062916 1.601505
C4 -1.442986 -3.802858 1.077750
C5 -1.501406 -3.968183 -0.439639
C6 -2.630561 -4.517051 1.720333
C7 -2.414549 -0.860001 1.601906
C8 -3.750982 -1.151880 1.859971
C9 -4.686203 -0.171503 2.148413
C10 -6.137959 -0.501991 2.371954
C11 -4.211981 1.130405 2.284142
C12 -2.896966 1.452325 2.014165
C13 -1.982573 0.487968 1.550612
N1 -0.679862 0.804558 1.146349
C14 -0.330805 2.166750 0.890638
C15 -1.177931 3.079602 0.265866
C16 -0.735475 4.350648 -0.069745
C17 0.558861 4.766377 0.202151
C18 1.064273 6.110041 -0.246629
C19 1.393729 3.875479 0.867138
C20 0.972594 2.604082 1.223579
P2 1.956224 1.398151 2.179807
C21 3.734775 1.818396 1.825288
C22 4.088560 1.626459 0.351115
C23 4.601446 0.907697 2.701023
C24 1.729026 2.158331 3.896923
C25 2.585252 3.379904 4.216433
C26 0.252724 2.496108 4.130749
H1 0.289396 -1.429007 5.099210
H2 1.155458 -1.360893 3.552942
H3 -0.195819 -0.270652 3.855048
H4 -0.384767 -3.302361 3.549799
H5 -2.495773 -1.197003 4.261448
H6 -2.883003 -2.884033 3.948397
H7 -1.860778 -2.458375 5.322835
H8 -0.527818 -4.299155 1.428946
H9 -2.394134 -3.497981 -0.849459
H10 -0.629181 -3.534635 -0.928311
H11 -1.525283 -5.033632 -0.682971
H12 -3.579116 -4.084556 1.405237
H13 -2.625431 -5.556636 1.383271
H14 -2.582549 -4.528607 2.807949
H15 -4.075563 -2.183232 1.844996
H16 -6.308873 -1.575924 2.297325
H17 -6.468897 -0.172557 3.359610
H18 -6.772356 -0.008825 1.631942
H19 -4.891170 1.914706 2.603078
H20 -2.563105 2.469977 2.157179
H21 -2.180974 2.785232 -0.002043
H22 -1.418513 5.020325 -0.582426
H23 0.239511 6.775011 -0.504442
H24 1.664493 6.588486 0.529157
H25 1.694454 5.997800 -1.133333
H26 2.409993 4.183790 1.093110
H27 3.924976 2.861240 2.092750
H28 3.831520 0.621186 0.011937
H29 3.571398 2.345410 -0.285548
H30 5.164669 1.766550 0.214250
H31 4.477701 -0.131380 2.392011
H32 5.655723 1.176461 2.597032
H33 4.336839 0.974486 3.759297
H34 1.999215 1.347817 4.582581
H35 2.466541 4.154087 3.455390
H36 2.266118 3.807447 5.171578
H37 3.643909 3.134966 4.301855
H38 -0.034060 3.376951 3.553235
H39 -0.410602 1.681514 3.838943
H40 0.080146 2.711268 5.188577
O1 3.140053 -6.909339 0.053829
C27 2.843927 -5.743993 -0.040309
S1 2.328179 -4.970869 -1.544107
C28 2.099510 -3.355453 -0.893546
C29 2.343930 -3.202726 0.419015
S2 2.192091 -1.653852 1.202141
S3 2.861640 -4.614042 1.322969
S4 1.570234 -2.055991 -1.894012
Cl1 -2.052122 -0.433661 -4.747275
C30 -0.979404 -0.864210 -3.394327
C31 -1.755664 -1.154043 -2.119537
O2 -2.874670 -1.592345 -2.129756
O3 -1.062773 -0.988151 -0.998995
H41 -0.268654 -0.058587 -3.244339
H42 -0.444106 -1.766513 -3.678307
S5 1.862111 2.896951 -2.858506
C32 1.475064 1.709785 -1.853819
N2 1.199866 0.841690 -1.109176
C33 -2.301686 4.828564 -3.815852
C34 -2.684545 3.578230 -3.096526
C35 -3.889854 3.122854 -2.609450
C36 -3.607413 1.862351 -2.032003
N3 -2.319731 1.575978 -2.149405
N4 -1.787919 2.619453 -2.806341
C37 -4.567428 0.924909 -1.377572
H43 -2.355282 4.689832 -4.897290
H44 -1.281605 5.122783 -3.563971
H45 -2.976233 5.639480 -3.545047
H46 -4.844436 3.621077 -2.658661
H47 -0.792300 2.655080 -2.980645
H48 -4.988777 0.240124 -2.115781
H49 -5.379330 1.483031 -0.908762
H50 -4.066226 0.318321 -0.625870

Atomic forces in eV per Å
1.2 -1.9 0.7
0.0 -0.1 0.0
0.2 0.2 -0.1
0.0 -0.1 0.0
-0.5 0.1 0.4
0.0 0.1 -0.2
0.1 0.0 0.0
0.1 0.0 0.1
0.0 0.0 -0.1
0.0 0.0 -0.1
0.0 0.0 0.1
0.1 0.0 0.0
0.0 0.0 0.0
0.0 0.0 0.0
-0.1 0.0 0.2
-0.3 0.2 -0.4
0.2 0.3 0.4
0.0 -0.1 -0.1
0.0 0.0 0.0
0.0 0.1 0.0
0.0 -0.1 0.0
0.0 0.0 0.0
-0.2 -0.3 0.1
0.4 0.4 0.1
-0.1 0.0 0.0
0.0 0.0 0.0
-0.1 0.1 0.0
-0.1 -0.2 0.0
0.0 0.0 0.0
0.0 0.0 0.0
0.0 0.0 0.0
0.0 0.0 0.0
0.0 0.0 0.0
0.0 0.0 0.0
0.0 0.0 0.0
0.0 0.0 0.0
0.0 0.0 0.0
0.0 0.0 0.0
0.0 0.0 0.0
0.0 0.0 0.0
0.0 0.0 0.0
0.0 0.0 0.0
0.0 0.0 0.0
0.0 0.0 0.0
0.0 0.0 0.0
0.0 0.0 0.0
0.0 0.0 0.0
0.0 0.0 0.0
0.0 0.0 0.0
0.0 0.0 0.0
0.0 0.0 0.0
0.0 0.0 0.0
0.0 0.0 0.0
0.0 0.0 0.0
0.0 0.0 0.0
0.0 0.0 0.0
0.0 0.0 0.0
0.0 0.0 0.0
0.0 0.0 0.0
0.0 0.0 0.0
0.0 0.0 0.0
0.0 0.0 0.0
0.0 0.0 0.0
0.0 0.0 0.0
0.0 0.0 0.0
0.0 0.0 0.0
0.0 0.0 0.0
0.0 0.0 0.0
0.0 0.1 0.0
0.0 0.0 0.0
0.0 0.0 0.0
0.0 0.0 0.0
0.0 0.1 0.0
0.0 -0.1 0.0
-0.1 0.0 0.0
0.0 0.2 0.1
0.0 0.0 0.0
-0.1 0.0 0.1
0.0 0.0 0.0
-0.1 0.1 0.1
0.0 -0.1 -0.1
-0.1 0.1 0.1
-0.8 0.1 -0.7
0.0 0.0 0.0
0.0 0.0 0.0
0.0 0.1 -0.1
0.0 -0.1 0.1
0.2 1.0 -0.7
0.0 -0.1 0.0
0.0 0.1 0.0
0.0 0.0 0.0
0.0 0.1 0.0
-0.1 -0.1 -0.1
0.1 0.0 -0.1
0.1 0.0 -0.1
0.0 0.0 0.0
0.0 0.0 0.0
0.0 0.0 0.0
0.0 0.0 0.0
0.0 0.0 0.1
0.0 0.0 0.0
0.0 0.0 0.0
0.0 0.0 0.0


Density functional theory data (wB97M-V/def2-TZVPD) for a structure of composition C37H50EuN4O7Si at a distorted geometry.

Highest occupied orbital energy (spin up / spin down): -13.81 / -14.14 eV
Net charge: +2
Multiplicity: 8
Calculated total energy: -3185.10410 hartree
Frontier orbital gap (spin up / spin down): 7.4 / 7.7 eV
Maximum force: 2.90 eV Å⁻¹
Energy above the lowest of the compared OMol25 structures with the same formula, charge and spin: 0.731 eV

Atoms and positions in Å:
Eu1 -1.179012 -0.838418 1.649708
C1 -0.539895 -3.839894 4.527017
C2 -0.906040 -3.739809 3.063886
C3 0.070827 -3.859866 2.067570
C4 -0.266657 -3.816767 0.691302
C5 -1.553862 -3.613062 0.303026
C6 -2.507090 -3.458797 1.293435
C7 -2.226753 -3.551858 2.633780
H1 -1.275014 -4.432572 5.040013
H2 -0.438561 -2.936575 5.114436
H3 0.394550 -4.346428 4.596691
H4 1.085910 -4.046272 2.379197
H5 0.496437 -4.072700 -0.047570
H6 -1.916152 -3.740549 -0.682480
H7 -3.543502 -3.394166 0.995776
H8 -3.040347 -3.433234 3.420186
O1 -2.355612 -2.137360 -5.685379
C8 -3.174902 -1.153297 -5.271836
O2 -3.684049 -0.443073 -6.088704
C9 -3.183095 -0.923231 -3.805177
C10 -4.349712 -0.352830 -3.246529
C11 -4.305251 -0.024613 -1.918147
C12 -3.142246 -0.227200 -1.159473
C13 -2.006448 -0.770512 -1.753069
C14 -2.003976 -1.081058 -3.121112
N1 -3.108480 0.129182 0.221300
C15 -3.974636 0.928892 0.757314
C16 -3.913593 1.079746 2.233631
C17 -4.847628 1.828734 2.900381
C18 -4.949379 1.775173 4.277414
C19 -4.143457 0.854414 4.917200
C20 -3.183998 0.193559 4.212293
N2 -3.083540 0.241872 2.896697
H9 -2.267049 -2.716439 -4.905170
H10 -5.234478 -0.178615 -3.885553
H11 -5.188880 0.315742 -1.382529
H12 -1.027582 -0.927170 -1.196676
H13 -1.085342 -1.478064 -3.555287
H14 -4.797660 1.508908 0.316132
H15 -5.478771 2.526957 2.339649
H16 -5.731336 2.339350 4.848634
H17 -4.275007 0.591407 5.947595
H18 -2.494483 -0.480155 4.757913
O3 0.317686 2.594655 0.929661
N3 -0.072353 1.498054 0.859048
C21 0.183133 2.062239 -4.436412
C22 0.345835 2.754004 -3.100864
C23 -1.001359 2.923355 -2.361902
C24 1.005284 4.064815 -3.340681
O4 1.304796 1.986216 -2.332464
Si1 1.589926 0.794071 -1.353123
O5 0.453648 0.752791 -0.048029
O6 3.024566 0.775915 -0.595681
C25 3.980764 1.744078 -0.134777
C26 5.099256 0.959615 0.528097
C27 4.501399 2.565916 -1.308472
C28 3.407239 2.748372 0.840299
O7 1.426862 -0.742537 -1.870942
C29 2.383252 -1.620701 -2.585285
C30 3.527832 -0.805169 -3.281650
C31 3.026443 -2.532484 -1.494344
C32 1.464364 -2.437134 -3.580898
H19 -0.454729 2.592540 -5.142070
H20 -0.193260 1.078069 -4.418842
H21 1.153365 1.973820 -4.935705
H22 -1.812352 3.460551 -2.830223
H23 -0.705140 3.486847 -1.474749
H24 -1.309655 1.926863 -2.088041
H25 0.347716 4.730001 -3.931112
H26 1.938225 3.933617 -3.889883
H27 1.279986 4.539992 -2.420842
H28 5.404474 0.231889 -0.199748
H29 4.696984 0.477000 1.429235
H30 5.907930 1.627061 0.831245
H31 5.016504 1.921474 -2.041463
H32 5.261701 3.288314 -0.959889
H33 3.630393 3.021994 -1.780393
H34 2.948667 2.289270 1.729565
H35 2.636886 3.322398 0.328303
H36 4.226301 3.390967 1.198897
H37 4.170626 -0.465258 -2.475808
H38 3.064838 0.020301 -3.796071
H39 4.125808 -1.358750 -4.006935
H40 3.740615 -2.044080 -0.850411
H41 3.474603 -3.404059 -1.977312
H42 2.241272 -2.805262 -0.780918
H43 1.045342 -1.794174 -4.351943
H44 0.584471 -2.786284 -3.017293
H45 1.975802 -3.301853 -4.032197
C33 2.007818 0.978858 5.794915
C34 1.021498 1.785428 5.214411
C35 0.238769 1.301747 4.171881
N4 0.358771 0.105143 3.674253
C36 1.234625 -0.703848 4.249882
C37 2.111961 -0.326663 5.277982
H46 2.671578 1.267412 6.600607
H47 0.848248 2.769491 5.610067
H48 -0.537163 1.893622 3.721800
H49 1.247280 -1.712141 3.904444
H50 2.766442 -1.097690 5.635276

Atomic forces in eV per Å
0.7 -0.2 -0.1
-0.3 -0.3 -0.5
0.3 0.6 0.0
-0.5 0.2 -0.4
1.8 -0.6 0.6
-0.7 -0.2 0.7
-1.5 -0.2 -0.1
-0.6 0.7 1.8
-0.4 -0.4 0.2
-0.1 0.6 -0.3
0.8 -0.5 0.2
0.2 0.0 -0.1
-0.1 0.3 0.2
0.1 0.2 -1.0
-0.2 0.2 0.0
1.0 -0.3 -1.2
-0.1 -0.9 0.9
0.5 0.6 -1.6
-0.5 0.1 0.6
-1.0 0.8 -0.8
0.5 -0.3 -0.4
-0.4 -0.1 0.7
-0.1 0.3 -0.2
1.3 0.0 0.6
0.0 -0.3 1.6
-1.0 0.7 -0.2
1.2 -0.5 0.6
-0.1 -1.2 -0.1
-0.6 1.6 -0.5
-1.0 -0.1 0.8
-0.7 0.6 0.8
0.9 -1.3 0.1
0.2 0.6 -0.3
0.4 -0.2 -0.7
0.6 -0.2 0.5
0.1 0.1 -0.4
-1.4 0.3 -0.7
-0.4 0.2 -0.1
0.5 -0.4 -0.5
0.1 -0.4 0.1
0.9 -0.5 -0.8
0.1 0.3 0.5
-0.4 0.4 -0.5
0.2 1.4 0.1
-1.0 0.7 1.5
0.7 0.5 -1.0
-0.9 -0.1 -1.3
1.8 -0.3 0.9
0.2 0.9 -0.8
-0.6 0.3 0.2
1.7 -1.0 0.5
0.0 -2.5 -1.5
-0.5 0.5 -0.1
0.8 0.8 0.2
-0.8 0.2 0.3
0.5 -0.7 -0.3
-0.4 -0.2 0.5
-0.1 0.4 -0.4
0.3 -0.7 -0.2
-1.2 -0.6 0.7
-1.2 0.1 -0.5
0.5 0.4 1.1
-0.1 0.4 0.3
-0.7 -1.3 0.6
0.0 0.1 0.1
0.2 0.0 -0.7
-0.5 -0.1 0.3
-0.5 -0.3 0.3
0.3 -0.3 0.3
-0.1 -0.1 -0.1
-0.1 0.4 0.7
0.6 -0.5 -0.1
0.2 -0.1 -0.2
0.0 -0.2 -0.2
-0.3 0.2 0.2
-0.6 -0.1 -0.2
0.3 0.4 -0.2
0.1 -0.1 -0.2
0.1 0.4 0.2
-0.4 -0.1 -0.2
0.2 0.3 -0.2
0.0 0.5 -0.3
-0.3 -0.3 0.2
0.5 0.5 -0.3
0.0 0.0 0.3
-0.1 -0.5 -0.3
0.3 0.2 -0.2
0.4 -0.2 0.0
-0.1 0.4 0.2
-0.3 -1.2 -1.0
0.4 -0.1 0.5
0.1 1.6 0.8
-0.5 -1.6 -0.7
1.2 0.2 0.9
-1.2 0.4 -0.6
-0.2 0.3 0.0
-0.1 0.3 -0.1
-0.1 0.6 0.0
0.2 -0.6 -0.3
0.4 0.1 0.3